Computed, not measured: a 5-piece molecular cluster, C36H85N4O10PS overall at a distorted geometry, with ωB97M-V/def2-TZVPD.

Output
HOMO energy = -0.311 Ha
Maximum force = 3.30 eV/Å
SMILES = CCCCCCCCCCCOC(=O)[PH2]=S.COCCNCCOC.COCCNCCOC.COCCNCCOC.COCCNCCOC

ORCA input file:
```
! RIJCOSX wB97M-V def2-TZVPD def2/J DEFGRID3
* xyz 0 1
C 4.28625 -1.46311 2.58012
C 3.55205 -0.25024 2.02551
C 2.22322 -0.61318 1.40309
C 1.36428 0.57045 0.96966
C 1.83119 1.21280 -0.34234
C 2.69815 2.49528 -0.27588
C 2.93754 3.11251 1.08683
C 3.92669 4.27557 1.04724
C 5.34287 3.92649 0.58522
C 5.94456 2.65943 1.20167
C 6.33192 1.61345 0.18493
O 7.26910 2.18627 -0.73927
C 8.43831 1.50686 -0.91816
O 9.52693 2.07618 -0.93668
P 8.41075 -0.35518 -1.29944
S 10.13930 -1.17501 -0.96084
H 5.35132 -1.26649 2.60675
H 4.14428 -2.33264 1.95412
H 3.98061 -1.65727 3.59833
H 4.17418 0.20554 1.26218
H 3.39141 0.46859 2.81992
H 1.65472 -1.20361 2.11624
H 2.36842 -1.24962 0.53712
H 1.21856 1.27551 1.77849
H 0.38751 0.14238 0.77346
H 0.97138 1.41527 -0.96500
H 2.39236 0.45488 -0.87454
H 2.20270 3.25670 -0.86652
H 3.64055 2.33247 -0.78047
H 1.99791 3.54823 1.41469
H 3.21219 2.40444 1.85496
H 3.95719 4.69762 2.04120
H 3.51639 4.98921 0.34326
H 5.98067 4.74793 0.88213
H 5.41620 3.89347 -0.49135
H 6.86178 2.91602 1.71732
H 5.29727 2.18903 1.92821
H 6.75990 0.78181 0.72575
H 5.46225 1.26853 -0.35830
H 7.92188 -0.56040 -2.60639
H 7.43841 -0.91418 -0.45527
C -4.64418 -2.23404 3.74243
O -5.26626 -2.65967 2.54546
C -6.10677 -1.68649 1.93902
C -5.51789 -1.18197 0.64008
N -4.33437 -0.36423 0.86757
C -3.58352 -0.03435 -0.34119
C -2.96290 -1.17343 -1.14431
O -1.90519 -1.84406 -0.48698
C -2.29332 -2.88067 0.39627
H -4.17392 -3.10636 4.19249
H -3.87211 -1.47906 3.55863
H -5.37691 -1.83087 4.44726
H -6.30991 -0.86069 2.62615
H -7.05795 -2.18136 1.71801
H -6.27045 -0.57878 0.12279
H -5.30154 -2.06001 0.01630
H -3.71888 -0.84933 1.50611
H -2.77313 0.63458 -0.04089
H -4.23688 0.53995 -1.00548
H -2.51762 -0.72815 -2.03775
H -3.70968 -1.89439 -1.49842
H -3.20331 -3.38323 0.05981
H -2.43649 -2.50965 1.41508
H -1.48314 -3.60940 0.42427
C -12.90899 -4.62242 -1.42696
O -12.27888 -3.43766 -0.98044
C -11.82474 -3.48324 0.36648
C -10.31347 -3.49608 0.43757
N -9.76641 -4.75637 -0.04766
C -8.31588 -4.76389 -0.21781
C -7.70224 -3.81161 -1.23887
O -8.00606 -4.11589 -2.58549
C -9.23192 -3.59900 -3.06983
H -13.35632 -4.40762 -2.39574
H -12.19756 -5.44649 -1.54790
H -13.70067 -4.93285 -0.73911
H -12.24926 -4.34268 0.89218
H -12.18763 -2.57584 0.85707
H -10.00842 -3.35718 1.47928
H -9.95068 -2.63354 -0.13838
H -10.19674 -4.98257 -0.93388
H -8.03199 -5.77870 -0.50551
H -7.85435 -4.57161 0.75646
H -6.61653 -3.91284 -1.15466
H -7.93112 -2.76014 -1.02205
H -9.48480 -2.64472 -2.60130
H -10.05339 -4.30546 -2.92274
H -9.12163 -3.44140 -4.14268
C -0.05086 4.34605 8.28122
O -0.65143 3.91013 7.07726
C -1.56019 4.84076 6.50115
C -1.01388 5.41849 5.21412
N 0.11748 6.30261 5.46408
C 0.83853 6.72227 4.26538
C 1.52825 5.65300 3.42495
O 2.63379 5.03362 4.05536
C 2.31976 3.94523 4.90533
H 0.48049 3.49631 8.70606
H 0.66722 5.15605 8.11335
H -0.80383 4.68064 9.00046
H -1.80967 5.63293 7.21210
H -2.47799 4.29196 6.27301
H -1.80523 5.98916 4.71943
H -0.74891 4.57479 4.56247
H 0.76630 5.83836 6.08465
H 1.60404 7.43360 4.58387
H 0.14468 7.27242 3.62225
H 1.93733 6.15229 2.54191
H 0.82773 4.89484 3.05412
H 1.44229 3.39563 4.55531
H 2.15956 4.27161 5.93625
H 3.17686 3.27027 4.90528
C 7.37371 -3.69153 -8.43852
O 7.12200 -2.30922 -8.60534
C 5.75641 -1.98039 -8.82721
C 5.17254 -1.23949 -7.64454
N 5.03349 -2.11289 -6.48556
C 4.69118 -1.42810 -5.24352
C 5.67881 -0.41139 -4.68168
O 6.89627 -0.97447 -4.21536
C 7.89607 -1.18607 -5.20793
H 8.45329 -3.82892 -8.44782
H 6.98365 -4.06941 -7.48711
H 6.94155 -4.27368 -9.25717
H 5.17196 -2.87493 -9.05798
H 5.72282 -1.32214 -9.69951
H 4.18549 -0.85617 -7.91867
H 5.82469 -0.37882 -7.44332
H 5.89858 -2.61753 -6.34892
H 4.54361 -2.19831 -4.48266
H 3.72650 -0.93001 -5.37901
H 5.20947 0.04050 -3.80273
H 5.88404 0.40898 -5.37754
H 7.84397 -0.43732 -5.99968
H 7.82233 -2.18594 -5.63881
H 8.86816 -1.11229 -4.71750
*
```

---

Computed, not measured: a 6-piece molecular cluster, C36H87O21P3 overall at a distorted geometry, with ωB97M-V/def2-TZVPD.

Output
HOMO energy = -0.345 Ha
Maximum force = 4.64 eV/Å
ΔE to the lowest compared entry with this formula, charge and spin = 171.6 kcal per mole
SMILES = CCOP(=O)(OCC)OCC.CCOP(=O)(OCC)OCC.CCOP(=O)(OCC)OCC.COCCOCCOC.COCCOCCOC.COCCOCCOC

ORCA input file:
```
! RIJCOSX wB97M-V def2-TZVPD def2/J DEFGRID3
* xyz 0 1
C -7.02096 -16.80803 -43.34492
O -6.73513 -17.02184 -41.98673
C -7.67598 -17.61202 -41.17841
C -7.09540 -17.98604 -39.73360
O -6.79622 -17.00655 -38.77894
C -5.57734 -16.34238 -38.95885
C -5.60939 -15.17469 -38.03625
O -5.34489 -15.36285 -36.59978
C -6.48610 -15.43761 -35.76541
H -6.27040 -16.11718 -43.72895
H -8.02367 -16.40538 -43.48819
H -6.80017 -17.74558 -43.85517
H -8.06240 -18.54483 -41.58905
H -8.51126 -16.92326 -41.05177
H -6.19726 -18.59738 -39.82149
H -7.77792 -18.69022 -39.25779
H -5.54822 -15.85909 -39.93543
H -4.73189 -17.02158 -38.84933
H -6.40729 -14.46618 -38.25864
H -4.79322 -14.52002 -38.34182
H -6.03554 -15.76407 -34.82813
H -7.09513 -16.23902 -36.18364
H -7.02692 -14.49597 -35.67101
C 0.73456 -16.57490 -16.89914
O -0.20644 -16.20297 -17.96191
C 0.46814 -15.84175 -19.11934
C -0.53215 -15.84415 -20.32717
O 0.01870 -16.01054 -21.65959
C 0.83687 -14.82553 -21.94500
C 1.62990 -15.02397 -23.28677
O 2.06083 -13.75125 -23.66728
C 2.72478 -13.80988 -24.91356
H 1.52346 -15.84490 -16.71794
H 1.04791 -17.60670 -17.05825
H 0.32854 -16.69280 -15.89448
H 1.15058 -16.57950 -19.54139
H 0.86515 -14.83476 -18.99111
H -1.15016 -14.94779 -20.27510
H -1.25623 -16.63628 -20.13653
H 1.56336 -14.79662 -21.13291
H 0.01501 -14.11826 -22.05629
H 1.06219 -15.50762 -24.08170
H 2.48904 -15.66055 -23.07523
H 2.68770 -12.84163 -25.41276
H 2.25870 -14.49186 -25.62473
H 3.78254 -14.07228 -24.89308
C 2.37029 -18.60617 -29.87528
O 3.38697 -17.76983 -30.51703
C 4.15232 -18.43827 -31.50601
C 4.99161 -17.59137 -32.48452
O 4.42378 -16.51971 -33.13484
C 3.33442 -16.97517 -33.85963
C 2.82133 -15.76186 -34.58550
O 1.72842 -16.19727 -35.40973
C 1.75201 -15.50408 -36.64019
H 1.90661 -19.11630 -30.71960
H 1.64778 -18.12345 -29.21724
H 2.78292 -19.45524 -29.33036
H 3.59416 -19.09838 -32.16996
H 4.81731 -19.02809 -30.87514
H 5.33439 -18.27860 -33.25804
H 5.93645 -17.38254 -31.98276
H 2.53653 -17.23089 -33.16243
H 3.28391 -17.76248 -34.61176
H 3.69334 -15.31301 -35.06114
H 2.41361 -15.04730 -33.87049
H 2.46511 -14.68683 -36.74834
H 0.77317 -15.05245 -36.80147
H 1.87651 -16.31577 -37.35694
C -14.30733 -15.98865 -26.24527
C -15.01370 -14.63798 -26.75324
O -14.60545 -14.47141 -28.05311
P -15.44559 -14.66892 -29.40409
O -14.74698 -15.11547 -30.61216
O -16.68113 -15.67608 -28.86488
C -18.06795 -15.35755 -29.07846
C -18.73524 -16.10794 -28.01741
O -16.14287 -13.19418 -29.58677
C -15.52053 -12.21072 -30.41703
C -16.33722 -12.45474 -31.81864
H -13.33994 -15.63357 -25.89008
H -14.78298 -16.52821 -25.42630
H -14.21737 -16.69947 -27.06671
H -16.06741 -14.90829 -26.68436
H -14.75865 -13.72650 -26.21262
H -18.25733 -14.30530 -28.86630
H -18.60596 -15.33158 -30.02608
H -18.45536 -15.70877 -27.04250
H -19.81271 -16.01009 -28.15003
H -18.58124 -17.18219 -27.91562
H -15.69789 -11.20690 -30.03104
H -14.44059 -12.29370 -30.53929
H -17.33960 -12.07949 -31.61243
H -15.93203 -11.78461 -32.57684
H -16.13733 -13.47950 -32.13172
C -5.47528 -13.99145 -25.76503
C -5.94111 -12.72779 -26.37114
O -4.84561 -11.89105 -26.10339
P -4.08325 -11.04008 -27.26148
O -5.05554 -10.55644 -28.33488
O -2.87546 -12.05040 -27.69707
C -1.76948 -11.57807 -28.49741
C -1.30751 -12.71528 -29.44310
O -3.22434 -9.97295 -26.34197
C -3.28665 -9.71230 -24.92117
C -1.82730 -9.47079 -24.51035
H -4.99170 -13.91584 -24.79109
H -6.12771 -14.85828 -25.65996
H -4.63668 -14.48176 -26.25943
H -6.17523 -12.74719 -27.43552
H -6.80622 -12.39543 -25.79737
H -2.01791 -10.81442 -29.23445
H -0.97768 -11.18374 -27.86051
H -0.80527 -13.58745 -29.02455
H -2.16090 -13.05854 -30.02790
H -0.64062 -12.23512 -30.15921
H -3.95004 -8.86403 -24.75255
H -3.65640 -10.58015 -24.37506
H -1.14795 -10.23815 -24.88150
H -1.51027 -8.61297 -25.10343
H -1.46280 -9.20668 -23.51763
C -1.91388 1.71504 -14.91932
C -0.48795 1.27577 -14.77945
O -0.08998 0.00143 -15.42810
P 1.47016 -0.04504 -15.91004
O 2.41529 -0.35219 -14.88138
O 1.31206 -1.23204 -16.94691
C 2.29313 -2.25569 -17.24949
C 1.87854 -3.07122 -18.44871
O 1.68680 1.24334 -16.95467
C 2.90788 1.91086 -16.91720
C 2.53672 3.41387 -17.08156
H -2.30855 2.40333 -14.17193
H -2.07609 1.97570 -15.96519
H -2.62128 0.91463 -14.70244
H 0.15589 2.11578 -15.04012
H -0.41559 0.96334 -13.73770
H 3.12950 -1.60434 -17.50314
H 2.49086 -2.80398 -16.32841
H 2.66743 -3.73767 -18.79742
H 1.03384 -3.73526 -18.26530
H 1.54897 -2.38005 -19.22446
H 3.47389 1.65122 -16.02259
H 3.51073 1.61102 -17.77436
H 3.45725 3.98149 -17.21774
H 1.91624 3.54225 -17.96847
H 2.05300 3.88343 -16.22504
*
```

---

| no. | total energy (eV) |
| --- | --- |
| 1 | -85263.4926 |
| 2 | -109602.8081 |